Below is a 10-piece molecular cluster, C39H81N3O25P4 overall in a non-equilibrium geometry, with properties calculated with ωB97M-V with the def2-TZVPD basis set.

Last column: Mulliken charge in e.
Positions of all 152 atoms, in Å:
C  -2.720196  4.948985  7.117878  -1.24
C  -1.863226  6.179995  7.376198  -0.07
O  -2.240656  7.267365  6.566008  -0.46
P  -1.382496  7.572895  5.189178  0.88
O  -1.426296  6.503785  4.183258  -0.67
O  -1.968456  8.980495  4.668298  -0.35
C  -2.270476  9.074035  3.243968  -0.24
C  -1.043266  9.256605  2.369558  -1.02
O  0.076444  7.940565  5.801648  -0.24
C  1.231084  8.129165  4.954428  -0.04
C  2.386134  8.282965  5.900038  -1.29
H  -2.529356  4.493295  6.146268  0.28
H  -2.545456  4.183325  7.873738  0.39
H  -3.768536  5.238705  7.189538  0.33
H  -1.905806  6.469425  8.426208  0.36
H  -0.879416  5.847015  7.045538  0.21
H  -2.784826  8.203895  2.836058  0.29
H  -2.944536  9.902205  3.025168  0.39
H  -0.635396  10.265315  2.434638  0.28
H  -0.258206  8.521565  2.547028  0.25
H  -1.296696  9.165045  1.313388  0.37
H  1.312884  7.289805  4.263858  0.39
H  1.133864  9.036285  4.357948  0.21
H  2.322374  7.551285  6.705438  0.28
H  3.371784  8.323845  5.436438  0.39
H  2.215794  9.245435  6.382458  0.31
C  6.148224  4.818725  11.002898  -1.26
C  4.739804  4.756855  10.359588  -0.04
O  4.252934  3.410555  10.463808  -0.31
P  2.657344  3.168565  10.217198  0.68
O  2.174944  1.757885  10.395388  -0.76
O  1.850044  4.311895  10.994208  -0.19
C  1.397104  4.026615  12.380418  -0.27
C  -0.103066  3.905355  12.424638  -1.18
O  2.522084  3.611075  8.691938  -0.06
C  2.769904  2.695565  7.626948  -0.43
C  1.485684  2.075655  7.030938  -1.06
H  6.889894  4.252405  10.439598  0.29
H  6.570684  5.823515  10.998658  0.39
H  6.048404  4.590295  12.064008  0.34
H  3.991454  5.490045  10.660438  0.40
H  5.088714  5.013285  9.359288  0.14
H  1.651074  3.018815  12.708928  0.31
H  1.844114  4.733275  13.079648  0.37
H  -0.312806  3.669475  13.467928  0.38
H  -0.608336  4.833425  12.157258  0.32
H  -0.507516  3.069495  11.853788  0.28
H  3.414744  3.177865  6.892318  0.41
H  3.348594  1.831205  7.952688  0.34
H  1.681104  1.190345  6.425838  0.35
H  0.789204  1.747155  7.802368  0.29
H  0.982944  2.693265  6.286678  0.26
C  -0.778626  -9.890795  -6.827632  -1.33
C  -1.791516  -9.673185  -5.740242  0.04
O  -2.689406  -8.622765  -6.154272  -0.31
P  -3.270586  -7.579875  -5.012252  0.87
O  -4.157866  -6.524915  -5.524642  -0.73
O  -4.014106  -8.542895  -3.931252  -0.25
C  -5.285336  -9.077625  -4.200522  -0.30
C  -5.298586  -10.480045  -3.606972  -1.07
O  -1.976266  -7.090135  -4.138792  -0.20
C  -2.223796  -6.111255  -3.117922  -0.16
C  -1.163806  -5.067275  -3.294932  -1.28
H  -0.033096  -9.100075  -6.911702  0.33
H  -0.410356  -10.902205  -6.655812  0.38
H  -1.383326  -9.990085  -7.729062  0.32
H  -2.450736  -10.540885  -5.715022  0.16
H  -1.285616  -9.496365  -4.791082  0.38
H  -6.049406  -8.433435  -3.765422  0.31
H  -5.491436  -9.093365  -5.270742  0.33
H  -4.480696  -11.038845  -4.061822  0.23
H  -5.006666  -10.449605  -2.557232  0.29
H  -6.220366  -11.001035  -3.865812  0.37
H  -3.164146  -5.567555  -3.208632  0.33
H  -2.228906  -6.635085  -2.162062  0.29
H  -0.159296  -5.444725  -3.103592  0.31
H  -1.139346  -4.679435  -4.313302  0.28
H  -1.241986  -4.234855  -2.595592  0.40
C  -0.489226  -4.104835  -10.430232  -1.17
C  -0.267606  -3.370365  -9.065132  -0.21
O  0.533734  -2.164385  -9.200922  -0.15
P  -0.008546  -0.895545  -10.120372  0.68
O  -0.077426  -0.968085  -11.576312  -0.75
O  0.986774  0.273935  -9.755572  -0.10
C  0.773004  1.570805  -10.223962  -0.27
C  2.028424  2.328635  -9.782442  -1.23
O  -1.463466  -0.443195  -9.435402  -0.33
C  -1.546766  -0.188135  -8.068682  0.09
C  -2.984486  -0.235465  -7.622993  -1.35
H  -0.893046  -5.100625  -10.247382  0.41
H  -1.145546  -3.689005  -11.194712  0.30
H  0.531484  -4.131535  -10.811722  0.29
H  -1.271626  -3.159925  -8.696692  0.16
H  0.247034  -3.961425  -8.307583  0.41
H  0.770524  1.429975  -11.304822  0.35
H  -0.177396  2.024405  -9.942732  0.34
H  2.011244  3.348345  -10.167142  0.40
H  1.948874  2.426555  -8.699762  0.29
H  2.966294  1.832255  -10.031662  0.28
H  -0.954496  -0.959535  -7.576482  0.25
H  -1.138966  0.790085  -7.813922  0.25
H  -3.574626  0.513575  -8.150992  0.33
H  -3.338956  -1.266195  -7.615632  0.28
H  -2.969966  0.083755  -6.580892  0.41
O  4.587214  -1.553575  -0.679132  -0.61
C  5.189064  -2.646585  -0.705442  0.73
O  4.858444  -3.696325  0.110088  -0.31
C  5.535944  -4.837005  -0.158502  -0.17
C  6.453134  -4.358625  -1.239732  -0.33
O  6.157544  -2.992515  -1.464502  -0.33
H  6.079994  -5.213675  0.707658  0.23
H  4.807824  -5.599095  -0.436252  0.25
H  6.500234  -4.984315  -2.131012  0.30
H  7.469204  -4.326725  -0.846432  0.25
O  1.318784  -6.171145  5.943838  -0.55
C  0.736374  -5.408735  5.187038  0.69
O  -0.571686  -5.190235  5.157678  -0.33
C  -0.949296  -4.342515  4.069848  -0.31
C  0.335394  -4.214005  3.267368  -0.24
O  1.306824  -4.688195  4.173228  -0.32
H  -1.659016  -4.942495  3.500268  0.25
H  -1.334196  -3.362765  4.352778  0.31
H  0.356254  -3.134645  3.116898  0.23
H  0.455804  -4.821045  2.370088  0.28
O  4.325694  -4.059445  -6.093832  -0.56
C  4.402684  -2.849285  -6.122272  0.68
O  3.612894  -2.018495  -5.378822  -0.30
C  3.919584  -0.669135  -5.549642  -0.16
C  5.048754  -0.735975  -6.544472  -0.25
O  5.157364  -2.067025  -6.933412  -0.36
H  3.056014  -0.146255  -5.960682  0.22
H  4.279604  -0.246375  -4.611692  0.24
H  6.039764  -0.578485  -6.118782  0.26
H  4.861094  -0.178135  -7.461912  0.23
C  -4.458136  4.408955  -3.531462  -0.73
C  -5.705256  4.083755  -2.809792  0.32
N  -6.691326  3.765265  -2.272982  -0.36
H  -3.990506  3.433135  -3.662632  0.22
H  -3.676566  5.069335  -3.155772  0.29
H  -4.679396  4.818765  -4.516952  0.25
C  -7.436676  0.493755  2.405578  -0.68
C  -5.993046  0.372605  2.162768  0.27
N  -4.855316  0.262305  1.977468  -0.35
H  -7.658376  1.360875  3.027708  0.26
H  -7.778256  -0.470065  2.783028  0.25
H  -7.889306  0.698265  1.435318  0.26
C  0.167814  2.175025  -0.152192  -0.71
C  0.150904  2.396435  -1.568762  0.29
N  0.160844  2.578685  -2.680392  -0.35
H  -0.115536  1.135925  0.015408  0.24
H  -0.502756  2.886555  0.329658  0.27
H  1.159234  2.301625  0.282738  0.27

Forces on atoms 1 to 3 (eV/Å):
-0.7 0.2 0.2
0.6 -1.8 -0.5
0.6 1.8 -2.2

Charge: 0
Relative energy (zero: lowest compared OMol25 entry of this formula, charge and spin) (kcal/mol): 0.0
Lowest unoccupied orbital energy (eV): 0.07
Gap between HOMO and LUMO (eV): 10.53
SMILES: CCOP(=O)(OCC)OCC.CCOP(=O)(OCC)OCC.CCOP(=O)(OCC)OCC.CCOP(=O)(OCC)OCC.O=C1OCCO1.O=C1OCCO1.O=C1OCCO1.CC#N.CC#N.CC#N
E_HOMO (eV): -10.46